Entry 1:
# C63H133N7O7

7 unconnected molecules or ions with the total composition C63H133N7O7 at a distorted geometry (the ωB97M-V functional and the def2-TZVPD basis, the Open Molecules 2025 dataset).

Structure (XYZ):
```
210
Properties=species:S:1:pos:R:3:forces:R:3
O -1.525335 6.644509 2.092402 0.6983 0.4504 -0.2879
O -1.336805 -7.637581 1.879052 0.4993 0.5442 -0.6072
O -5.075015 2.763919 3.919752 -0.0007 -0.3239 -1.1365
O 2.159665 -3.032641 3.073792 -0.5655 -2.0079 0.4442
O -6.260975 5.642219 -3.960148 -1.4297 1.4289 -1.8202
O 0.755085 1.051349 0.291752 -0.0417 0.3264 -0.9541
O 4.188585 -5.779811 -5.808688 0.2757 -0.4230 0.3013
N 2.746215 -1.812571 3.022522 0.2648 3.1397 0.4403
N -0.982605 -7.260521 0.539432 0.9468 -1.3441 0.1915
N -0.516985 5.707929 2.410912 0.0106 -1.4482 0.5955
N 0.999935 0.467899 -0.982528 1.8174 -0.8716 -0.7943
N -4.554035 1.493829 3.512642 2.2734 -0.9523 0.1895
N 4.602325 -4.601661 -5.210268 0.2590 3.4710 1.2602
N -5.584015 5.157909 -2.919838 2.2167 -2.7334 3.4991
C 1.926085 0.614009 -3.397898 -1.1152 -0.1988 0.0952
C -2.436705 0.078569 3.147272 -1.7800 -0.0585 0.8983
C -0.081685 -1.775731 -0.193238 0.9297 -0.1647 -0.2973
C -5.262525 0.797149 2.405152 -0.5161 -0.7484 0.8386
C -5.673145 1.654639 1.239402 0.0584 -0.1637 -0.4810
C 0.571985 2.527099 -2.503648 -0.1294 -0.7513 1.5159
C -3.702855 3.895349 -2.105538 1.6905 -0.6900 -0.2852
C -4.632185 3.130229 -4.170958 -0.9291 1.7822 -0.1694
C 1.074305 -0.724591 4.448692 -1.1535 -0.9875 -1.7434
C 6.210975 -2.651861 -4.901718 -1.2529 -0.5942 -0.4944
C 2.526765 -1.045051 4.279972 2.2467 1.4087 2.0787
C -6.544265 0.230339 2.969682 -0.8698 0.8140 1.3076
C -7.052635 6.014579 -1.125048 0.5101 0.6439 -0.6295
C -0.289015 5.659229 3.892902 1.8011 0.2089 -0.6533
C 5.991115 -4.151661 -5.468178 0.9025 0.2546 -0.1710
C 1.396655 4.286449 1.673592 -1.7277 -1.6327 2.1887
C -0.185215 -5.837441 -1.791408 0.4775 -0.7417 1.3430
C 6.264435 -4.086721 -6.998718 -0.8780 0.9328 -0.3386
C -4.556865 -0.523871 2.004652 0.8851 1.1085 -1.6743
C -3.426575 5.330009 -4.171598 0.1408 -0.4822 -0.8002
C 4.063545 -1.837551 2.438802 2.3376 -0.5137 -0.6626
C 4.245785 -2.772831 -3.362578 0.4203 -1.3059 -1.0994
C 0.708645 -6.950741 -1.199308 -0.1169 0.1975 -0.5670
C -4.754275 5.401309 -0.514358 -0.8992 0.4035 -0.4278
C -1.347345 -0.006091 -1.539248 0.1486 -0.5090 -0.1615
C -3.025535 1.566099 3.469892 0.7175 -1.6667 -0.0397
C 7.068545 -5.055311 -4.875738 0.6098 -0.9598 1.5057
C 4.172785 -5.206041 -2.790238 0.0755 0.0665 -0.1024
C 4.563975 -0.368251 2.321102 1.0047 0.3678 1.8979
C -3.495155 4.858069 -1.017048 0.4867 0.1701 0.9149
C 2.362745 -4.163511 -4.267368 0.2007 -1.2513 0.3155
C -2.181665 -5.019141 0.593102 0.8526 -1.1929 0.4113
C -1.631685 -6.185861 -1.529408 -0.0344 0.3035 -1.5106
C 4.592135 0.387779 3.696002 -0.5740 -1.0488 -0.6510
C 3.163505 -1.690161 5.606542 -1.4320 -1.8027 -1.4696
C 0.598945 4.403159 4.182142 -0.9843 0.2980 -1.7155
C 1.765045 4.219119 3.203822 1.4209 1.5430 -0.3128
C 3.188295 0.384749 4.243182 0.4830 -0.1005 -0.1368
C -3.235305 -7.330081 -0.054988 -1.7539 0.6473 -0.9609
C 5.171415 -2.774381 3.178852 -1.0337 0.5339 -0.8423
C -2.349565 2.467949 2.384882 -0.1001 1.4182 0.7126
C 5.737645 -2.475701 -3.477748 -0.6616 -0.6035 0.9999
C 1.139945 -8.527321 0.695332 0.7036 -1.0330 -0.0183
C 0.517555 5.492509 1.337272 1.0363 1.1722 0.0918
C 0.463295 -7.236011 0.323632 0.1586 1.7565 -0.9330
C 2.854455 2.004319 -1.696948 1.5913 0.3595 1.5147
C 3.863795 -4.204681 -3.929908 0.4157 0.2006 -0.3501
C -5.609655 6.014379 -1.669778 -0.1125 -0.5844 0.0294
C 0.525395 6.870629 4.427042 -0.4444 0.6783 -0.3116
C 0.071995 -0.624421 -1.271768 -0.5657 -0.3911 -0.1320
C 3.964065 -2.347741 0.938772 -0.4703 0.1269 0.5454
C -1.990985 -6.456631 -0.081278 -0.1008 1.1311 -0.0036
C -4.361025 4.399359 -3.336008 0.0931 1.4532 -0.7147
C 1.540265 1.393059 -2.065988 -0.1332 -0.5639 -1.9454
C -2.546635 1.807449 4.943692 -0.7560 0.2748 -0.9569
C -1.602915 5.539429 4.661502 -0.2740 -0.5880 0.0850
C 0.616935 -1.392411 -2.548098 -1.4618 1.3198 -0.6467
C -3.065165 -0.483101 1.865022 1.8674 0.5500 1.2497
C -5.205685 7.473169 -1.942578 0.1347 0.7472 -0.4246
C 1.412265 6.748339 1.028452 -0.5297 -0.2172 0.4047
C 1.172565 -6.173701 1.152142 0.2325 0.7023 1.1842
C -0.198935 5.152249 0.051012 -1.0747 0.4475 0.2007
C 0.898975 -0.459351 -3.751988 0.7658 -0.2367 0.3207
H 2.090575 3.977089 0.892002 0.9272 1.0366 0.3622
H 5.706195 -2.395081 4.049622 -0.4322 0.4029 0.0435
H 7.092995 -3.424301 -7.249298 0.2164 0.0103 0.3749
H 0.608005 6.833239 5.513262 -0.0910 -0.0164 0.0588
H 0.058455 -5.634141 -2.834188 -0.2142 -0.2295 -0.0458
H 3.664785 -1.990111 -3.850298 -0.1252 -0.0441 -0.1131
H 0.671105 -7.895021 -1.742458 -0.6408 -0.1146 -0.1585
H -3.801215 -7.339721 0.876552 0.4489 -0.3229 0.1349
H 7.028975 -6.098911 -5.187888 -0.0854 0.1322 -0.7938
H -4.878275 -1.390331 2.582622 0.1034 0.2586 0.2439
H 8.097765 -4.701371 -4.935118 0.0013 0.2598 -0.9361
H 7.200845 -2.267051 -5.147028 0.2610 -0.5230 0.3334
H 3.430765 -1.564471 0.400092 0.0668 -0.0155 -0.3244
H 5.952795 -2.998311 2.452632 -0.1083 -0.1340 -0.0974
H 1.271945 -1.021091 -4.608408 0.2282 -0.3940 0.0951
H -0.245325 -1.950341 -2.913228 0.0265 -0.6915 0.3366
H -7.646895 6.539259 -1.873158 -0.4473 0.0547 0.2799
H -2.752075 -1.503691 1.644832 0.4083 -0.0105 0.0352
H 7.061345 -5.226371 -3.799268 -0.8384 0.5098 0.4619
H -2.634765 0.172309 1.107862 -0.6877 -0.1526 -0.6973
H 0.505495 4.939469 -0.753108 -0.1665 -0.3519 0.1215
H -0.022005 -0.056221 -4.173168 -0.1703 0.3618 0.4433
H -5.351785 2.511389 -3.634938 0.2839 -0.3620 -0.1125
H 3.290615 2.743159 -2.369248 -0.7469 0.0771 -0.5510
H -1.886475 -6.998201 -2.210068 0.0055 -0.5745 0.2924
H -7.064025 -0.457591 2.302812 0.1124 0.0861 -0.0599
H 2.057665 6.613089 0.160542 -0.2528 -0.3007 -0.2447
H 0.476835 -1.630761 4.348752 -0.1587 -0.1785 0.6492
H -4.522665 7.644879 -2.774508 0.1174 -0.5671 -0.1282
H -1.578345 0.810739 -0.855498 0.4411 0.2597 -0.1158
H -4.176875 2.950669 -1.839098 -0.0824 0.1013 0.6054
H 3.125955 -1.078571 6.508012 0.3169 0.2010 -0.3726
H -1.469155 5.400329 5.734282 0.6464 0.1700 0.1194
H 2.631615 1.130819 3.676092 -0.4648 -0.2775 -0.2776
H -2.389165 -5.219521 1.644232 -0.8495 0.3870 -0.0156
H 0.116785 -4.952831 -1.230738 -0.1942 0.4279 -0.0269
H -3.986175 5.951219 -4.870918 -0.3595 0.6105 0.6714
H 0.886525 4.538539 5.224772 0.3133 -0.6430 -0.0749
H 0.704475 -0.084571 5.249752 0.5716 -0.1779 0.1668
H 2.472255 5.024089 3.403742 0.3503 0.1192 0.0216
H -4.728485 7.989929 -1.109908 -0.1051 -0.2918 0.3636
H 5.392575 -3.602311 -7.438408 -0.1597 0.1517 -0.1164
H 0.040465 7.806719 4.150142 -0.4120 0.0403 0.1758
H 2.166545 -5.127561 -4.736628 -0.4854 -0.0629 0.0161
H -5.094395 3.495189 -5.088158 -0.0081 -0.4505 -0.3150
H 0.786655 3.389199 1.568982 -0.8703 -0.0867 -0.0343
H -2.211725 6.109719 1.686862 -0.2379 -0.1036 0.0111
H 3.211955 0.764759 5.264512 -0.2768 -0.0800 0.1183
H -2.654645 3.686249 -2.319138 0.0470 -0.8291 -0.8086
H -6.255105 1.012589 0.578182 0.2984 -0.0584 -0.4129
H 3.656515 1.266629 -1.672628 -0.1376 -0.3939 0.3834
H 5.634045 -0.323841 2.118432 -0.0500 -0.5316 -1.0627
H 1.528495 7.030779 4.031782 0.1026 -0.6846 -0.1527
H -2.764035 2.457029 1.376812 0.1219 -0.8618 -0.0361
H 0.872875 -0.252061 3.487312 -0.4663 0.5602 0.0221
H -2.741025 -0.596011 3.947532 -0.5702 0.0902 0.4082
H -6.324635 -0.247701 3.924332 -0.0348 -0.3029 -0.0862
H -2.896095 0.969809 5.547302 0.0634 -0.0837 -0.0683
H -7.198055 1.067789 3.213252 -0.4392 -0.0264 -0.0549
H -2.299325 6.374509 4.585592 0.1824 0.0101 -0.4557
H 4.077175 -2.255951 5.424352 0.5330 0.9687 0.1096
H 0.566145 -9.449851 0.607172 -0.4024 0.1716 -0.1307
H -2.869515 5.691419 -1.336718 0.3257 -0.0938 -0.1581
H -1.379895 0.312979 -2.580998 -0.1421 0.3997 0.1240
H -3.018475 2.696899 5.361232 0.2990 0.1630 -0.0585
H -1.262025 2.395869 2.397222 0.1076 -1.1350 -0.3702
H 1.153715 3.428459 -2.696578 -0.3391 0.0194 -0.1834
H 2.289355 3.312439 3.505712 0.0043 -0.1800 -0.4128
H -2.812495 -4.319651 0.044572 -0.6831 -0.4610 0.3172
H -4.793245 2.054509 0.735432 -0.3092 0.3199 -0.2472
H -6.414345 2.396319 1.537102 0.5347 0.4668 0.1590
H -1.318465 -8.594831 1.808852 -0.2047 -0.2126 0.2145
H -4.496955 6.167789 0.216662 -0.6128 0.1957 0.1421
H 5.549135 -1.960761 -5.423678 -0.1876 -0.1827 -0.6982
H -0.922665 4.373499 0.291552 0.4133 -0.6541 -0.3842
H 3.493845 -5.022691 -1.957458 -0.1320 -0.2040 0.0690
H -0.856135 5.956119 -0.280618 0.3255 0.4024 -0.0719
H 1.021215 -6.397781 2.208072 -0.2849 0.0148 0.1373
H -0.100695 2.266279 -3.320698 0.1669 -0.0052 -0.0490
H -2.268915 -5.385261 -1.905018 -0.1667 0.2171 0.2235
H 2.871315 2.518199 -0.735828 -0.2544 -0.0523 0.2681
H 5.000595 1.395109 3.615042 -0.1021 0.0588 -0.2624
H -5.633965 2.555019 4.671782 0.0132 -0.1356 0.1561
H 4.910685 -2.580331 0.451002 0.3554 0.6416 0.3069
H 5.264025 -0.145051 4.368862 0.0673 -0.1453 0.0405
H -2.085865 4.601639 4.386892 -0.2948 0.1967 -0.3710
H -7.483795 5.034889 -0.919128 0.3068 -0.0818 -0.0733
H -0.019605 2.629909 -1.593948 -0.3720 0.8034 -0.1636
H 1.979125 1.318069 -4.228318 -0.3424 0.5339 0.1651
H 0.798155 -2.407711 -0.072518 0.7932 0.2161 -0.5549
H 6.172325 -3.165091 -2.753948 0.7046 0.0513 -0.1205
H 4.659145 -3.695191 3.457782 0.1339 -0.1087 -0.0083
H 1.709325 -6.600631 -1.452598 0.4843 -0.1570 0.8724
H 0.034415 3.494309 3.973842 -0.6296 -0.0392 0.7779
H -6.991465 6.594379 -0.204078 -0.4656 0.0943 0.0387
H 2.259635 -6.158171 1.073752 0.0990 -0.2349 -0.5136
H 3.993865 0.194999 1.582302 -0.0180 -0.0319 -0.0637
H 4.031245 -2.778141 -2.293908 -0.4593 0.0295 -0.0306
H -0.293485 -1.625751 0.865412 -0.7404 0.9921 -0.2128
H 1.579055 -8.506531 1.692752 -0.2326 0.0301 0.1114
H -2.991455 4.324029 -0.211318 0.2909 0.1806 0.1423
H -3.963605 -6.995261 -0.793628 -0.2375 0.9753 -0.0031
H 1.596055 -3.068381 2.297482 -0.2334 -0.0736 -0.0894
H 6.417655 -4.971391 -7.616758 -0.0247 -0.5314 0.7815
H 3.541655 -5.462691 -6.443138 -0.0761 -0.2256 -0.3198
H 2.107595 7.032859 1.818172 -0.3052 -0.0226 0.3160
H -0.777505 -2.493251 -0.628098 -0.4510 0.2340 0.1686
H -1.249265 -4.460511 0.674752 0.4646 -0.3441 -0.3881
H 4.169815 -6.258271 -3.074698 -0.4935 0.0284 -0.2627
H 1.981495 -8.656371 0.014722 0.1576 -0.0389 0.0050
H 3.427775 -3.276741 0.745242 -0.4067 -0.1303 0.6605
H 2.944865 0.229669 -3.447418 0.0028 -0.4936 0.8452
H 1.445385 -2.071071 -2.345138 0.0171 0.2595 0.2498
H -5.285185 4.588059 -0.019538 -0.3659 0.1044 0.0590
H -6.067605 8.087009 -2.204098 -0.2053 -0.0951 0.0232
H 5.181935 -5.065311 -2.403058 0.0837 0.3075 -0.0453
H -2.663075 5.868669 -3.610338 -0.4187 0.3401 0.2050
H -7.123945 5.233699 -3.860248 -0.2904 0.0462 -0.4297
H -2.202115 -0.667311 -1.396958 0.2202 -0.5537 -0.0678
H 0.840325 -5.143111 1.027192 -0.2225 -0.0064 -0.3861
H 5.785865 -1.480301 -3.036238 0.8332 0.2486 -0.3884
H 1.780225 -4.130271 -3.346678 -0.0248 0.0380 0.0472
H -2.855855 4.807349 -4.939178 0.2954 -0.8052 0.3019
H 1.541115 0.758159 0.758432 0.0454 0.0358 0.4625
H -1.459545 1.859309 5.004112 -0.0084 0.1535 -0.0364
H -4.804315 -0.700571 0.957922 -1.0054 -0.2357 0.0229
H -3.656515 2.695369 -4.387928 -0.3078 -0.3774 0.0853
H -2.313045 3.546309 2.539502 -0.9527 0.3694 0.7826
H -1.359315 -0.014091 3.284142 0.1790 0.7663 -0.7615
H 2.541485 -2.562031 5.809102 -0.5445 -0.0273 0.3227
H 0.712355 7.557049 0.818222 0.2268 0.2794 0.0652
H 1.982515 -3.385741 -4.929638 0.5865 0.2229 -0.0277
H -3.117185 -8.305321 -0.527278 0.8276 -0.3866 0.8280
```
Positions in Å, forces in eV/Å.

Values from the calculation:
**Calculated total energy**: -92237.400 eV
**Energy relative to the best compared isomer or geometry (same formula, charge and spin)**: 161.4 kcal per mole
**Max |F|**: 0.09651 Eh/bohr

Mulliken atomic charge list, values in e, 2 entries: -0.661 -0.504


Entry 2:
# C3H2N2O2S

C3H2N2O2S in the gas phase at a distorted geometry (the ωB97M-V functional and the def2-TZVPD basis, the Open Molecules 2025 dataset).

Structure (XYZ):
```
10
Properties=species:S:1:pos:R:3:forces:R:3
S -2.592406 -0.576868 -0.085666 -1.0647 -3.1076 -0.4718
O 0.838665 1.237595 -0.001683 -0.7564 2.1630 0.0268
O -1.909090 1.928411 0.069890 -0.6622 0.2011 -0.0947
N 2.056324 0.665926 -0.192414 -0.4218 -2.2047 -0.3110
N 0.531510 -0.795898 0.437332 -1.8923 -2.1983 -0.9853
C -1.658768 0.765770 0.103933 4.2738 1.1111 1.1227
C 1.826384 -0.653398 -0.006455 -0.1600 2.2257 -1.1290
C -0.114401 0.346362 0.326362 3.3864 -0.7295 -0.5501
H 2.529235 -1.423093 -0.563220 -1.5300 1.4479 2.2345
H -1.507457 -1.494809 -0.088078 -1.1728 1.0912 0.1579
```
Positions in Å, forces in eV/Å.

Values from the calculation:
**Calculated total energy**: -21050.751 eV
**Energy relative to the best compared isomer or geometry (same formula, charge and spin)**: 91.8 kcal per mole
**Max |F|**: 0.08861 Eh/bohr

natural (NBO) atomic charge list, values in e, 2 entries: 0.117 -0.259


Q: What is the calculated total energy in the first record?
A: -92237.400 eV